Formula: C52H45CrOP2S
Source: the Open Molecules 2025 dataset
Level of theory: wB97M-V/def2-TZVPD

As for the total charge: +1. As for the LUMO energy (spin up / spin down): -0.100 / -0.100 Ha. The molecular weight comes out at 831.94 g/mol. Its spin multiplicity is 5. The calculation puts the HOMO energy (spin up / spin down) at -0.37320 / -0.38389 Ha. The value obtained for the gap between HOMO and LUMO (spin up / spin down) is 0.27342 / 0.28420 Ha.

Atoms and positions in Å:
Cr1 -0.2190 0.1003 1.9132
O1 1.8330 0.8888 1.4796
S1 1.7181 0.0831 0.1748
C1 2.3946 1.1474 -1.0584
C2 3.5234 0.7619 -1.7367
C3 4.0480 1.3400 -2.8926
C4 3.3025 2.3996 -3.3417
C5 3.4750 3.2188 -4.6295
C6 2.2413 4.1567 -4.6764
C7 1.5163 3.9158 -3.3743
C8 0.4462 4.6075 -2.8134
C9 -0.0689 4.0992 -1.5908
C10 0.4115 2.9105 -0.9599
P1 -0.6626 2.2530 0.4483
C11 -2.4664 2.2006 -0.1078
C12 -3.1430 1.1828 0.5440
C13 -4.5505 1.0611 0.3401
C14 -5.2380 1.9841 -0.3202
C15 -4.5596 3.0338 -0.9794
C16 -3.1849 3.0999 -0.9058
C17 -0.7630 3.6584 1.5455
C18 -1.9286 4.3843 1.8453
C19 -1.8857 5.5048 2.6126
C20 -0.6753 5.9616 3.1302
C21 0.4956 5.1901 2.9560
C22 0.4444 4.0317 2.1468
C23 1.5811 2.2742 -1.4863
C24 2.1762 2.9075 -2.6207
C25 2.6807 -1.4031 0.3044
C26 4.0230 -1.3171 0.7175
C27 4.7130 -2.4726 1.1158
C28 4.0034 -3.6433 1.0337
C29 4.4978 -5.1139 1.2439
C30 3.2178 -5.9895 1.0477
C31 2.1558 -5.0376 0.5457
C32 0.8645 -5.1781 0.2138
C33 0.0840 -4.0634 -0.1476
C34 0.5530 -2.8071 -0.1482
P2 -0.6844 -1.4681 -0.2278
C35 -2.3651 -2.2957 -0.2015
C36 -2.9393 -2.8911 -1.3071
C37 -4.3306 -3.2499 -1.2850
C38 -5.0594 -3.0379 -0.1664
C39 -4.4555 -2.5274 0.9641
C40 -3.1558 -2.1298 0.9434
C41 -0.7275 -0.7737 -1.8941
C42 0.4368 -0.8499 -2.7355
C43 0.4383 -0.2469 -3.9721
C44 -0.6463 0.4396 -4.4448
C45 -1.7494 0.4955 -3.6508
C46 -1.8022 -0.0718 -2.4069
C47 1.9089 -2.5715 0.2449
C48 2.6962 -3.7309 0.5863
H1 4.0598 -0.1637 -1.3998
H2 4.9421 0.9712 -3.4094
H3 3.5378 2.5863 -5.5232
H4 4.4845 3.6870 -4.4463
H5 1.5494 3.9283 -5.4031
H6 2.6399 5.1976 -4.7576
H7 -0.1525 5.4165 -3.2505
H8 -0.8640 4.6173 -1.0597
H9 -2.6542 0.3979 1.1228
H10 -4.9892 0.2311 0.9008
H11 -6.3018 1.9580 -0.4717
H12 -5.0310 3.7733 -1.5837
H13 -2.6477 3.8695 -1.5005
H14 -2.8379 4.0365 1.5312
H15 -2.7620 6.0961 2.7800
H16 -0.6090 6.8465 3.7132
H17 1.4809 5.5623 3.2855
H18 1.3768 3.4929 1.9471
H19 4.3793 -0.3478 0.8208
H20 5.7806 -2.4704 1.4127
H21 4.9802 -5.3192 2.2656
H22 5.2975 -5.2851 0.4729
H23 2.9189 -6.4584 2.0048
H24 3.3552 -6.7328 0.2670
H25 0.4118 -6.1601 0.1105
H26 -0.9695 -4.3674 -0.3797
H27 -2.3784 -3.0110 -2.2598
H28 -4.7770 -3.5634 -2.2110
H29 -6.1393 -3.1897 -0.2586
H30 -5.0070 -2.3312 1.8521
H31 -2.6856 -1.6568 1.8260
H32 1.2746 -1.4881 -2.4513
H33 1.2540 -0.3603 -4.6908
H34 -0.5449 0.9141 -5.3902
H35 -2.6233 1.0776 -3.9717
H36 -2.7588 -0.0250 -1.8004
C49 -1.5564 -1.8902 4.7407
C50 -0.2492 -2.3061 4.0156
C51 0.6913 -3.0527 4.9819
C52 0.4335 -1.0459 3.4465
H37 -2.2534 -2.6956 4.8157
H38 -2.0483 -1.0745 4.1941
H39 -1.2583 -1.4254 5.7789
H40 -0.3984 -2.9682 3.1236
H41 1.1136 -2.3670 5.6745
H42 1.4933 -3.5398 4.4201
H43 0.1946 -3.8456 5.5341
H44 1.3387 -1.4517 2.8937
H45 0.8895 -0.4889 4.2706

Atomic partial charges in e from the Löwdin method, atoms 1 to 6: number 1, Cr, carries 0.482; number 2, O, carries -0.530; number 3, S, carries 0.902; number 4, C, carries -0.297; number 5, C, carries -0.072; number 6, C, carries -0.006